Entry 1:
Here is C41H29Cl3F3FeN4O5S2 as an isolated structure from the Open Molecules 2025 dataset. Energies are from wB97M-V/def2-TZVPD.

The geometry in XYZ format:
```
88
Properties=species:S:1:pos:R:3:mulliken_spin:R:1
Fe 0.14 -0.30 1.65 4.30
O -0.46 -2.64 -1.87 0.01
S -0.74 -1.70 -0.82 -0.01
O 0.15 -0.53 -0.74 0.06
N -0.66 -2.24 0.68 0.08
C -0.31 -3.49 1.11 0.02
C -0.48 -4.69 0.45 0.02
C -0.16 -5.90 1.08 0.00
C 0.35 -5.94 2.35 0.01
C 0.60 -4.73 3.04 0.00
C 1.17 -4.66 4.33 0.00
C 1.38 -3.44 4.90 0.00
C 1.05 -2.28 4.19 -0.01
N 0.54 -2.31 2.98 0.09
C 0.28 -3.51 2.41 -0.02
C -2.37 -1.04 -1.05 0.01
C -2.98 -1.19 -2.28 0.00
C -4.18 -0.54 -2.53 0.00
C -4.76 0.24 -1.54 0.00
C -4.17 0.35 -0.29 0.01
C -2.96 -0.28 -0.04 0.01
H -0.90 -4.69 -0.55 0.00
H -0.33 -6.83 0.55 0.00
H 0.56 -6.88 2.84 0.00
H 1.44 -5.58 4.84 0.00
H 1.81 -3.35 5.89 0.00
H 1.21 -1.29 4.60 0.01
H -2.51 -1.82 -3.02 0.00
H -4.65 -0.63 -3.50 0.00
H -5.69 0.76 -1.74 0.00
H -4.64 0.92 0.50 0.00
H -2.49 -0.21 0.92 -0.02
C 1.42 0.52 2.98 0.04
C 1.53 1.30 3.91 0.15
C 1.66 2.21 5.00 0.01
C 2.40 1.87 6.14 0.02
C 2.50 2.77 7.19 -0.01
C 1.87 4.00 7.12 0.02
C 1.13 4.34 6.00 -0.01
C 1.02 3.45 4.94 0.02
H 2.90 0.91 6.18 0.00
H 3.09 2.50 8.06 0.00
H 1.95 4.70 7.95 0.00
H 0.63 5.30 5.95 0.00
H 0.44 3.71 4.07 0.00
F -3.99 -0.55 5.17 0.00
C -3.55 -0.13 3.99 0.01
F -3.96 1.15 3.83 0.00
F -4.16 -0.86 3.04 0.00
C -1.99 -0.25 3.85 0.00
O -1.35 -0.71 4.76 0.01
O -1.62 0.18 2.70 0.09
Cl -3.41 0.62 -6.83 0.00
C -2.03 1.17 -5.94 0.00
C -1.25 0.26 -5.25 0.00
C -0.16 0.71 -4.52 0.00
C 0.20 2.06 -4.51 0.00
C 1.49 2.51 -3.86 0.00
C 1.33 3.37 -2.61 0.00
N 0.67 2.77 -1.47 0.00
C -0.61 3.04 -1.04 0.00
C -0.76 2.39 0.15 0.01
N 0.40 1.73 0.45 0.06
C 1.23 1.97 -0.54 0.00
O 2.34 1.43 -3.53 0.00
C 2.99 0.86 -4.66 0.00
C 3.12 -0.62 -4.51 0.00
C 3.61 -1.42 -5.50 0.00
Cl 4.15 -0.89 -7.04 0.00
S 3.64 -3.09 -5.05 0.00
C 2.99 -2.71 -3.51 0.00
C 2.77 -1.38 -3.36 0.00
C -0.61 2.94 -5.23 0.00
Cl -0.21 4.63 -5.31 0.00
C -1.73 2.52 -5.92 0.00
H -1.47 -0.79 -5.30 0.00
H 0.43 0.00 -3.96 0.00
H 2.00 3.16 -4.59 0.00
H 0.77 4.26 -2.88 0.00
H 2.34 3.66 -2.31 0.00
H -1.27 3.67 -1.61 0.00
H -1.60 2.39 0.82 0.00
H 2.24 1.60 -0.62 0.00
H 3.99 1.31 -4.75 0.00
H 2.45 1.08 -5.58 0.00
H 2.79 -3.50 -2.81 0.00
H 2.34 -0.94 -2.47 0.00
H -2.34 3.23 -6.47 0.00
```

The value obtained for the orbital gap (alpha / beta) is 8.07 / 6.20 eV. The value obtained for the relative energy (zero: lowest compared OMol25 entry of this formula, charge and spin) is 1.4364 eV. The multiplicity is 6. Its expectation value of S² is 8.77.



Entry 2:
Here is C41H29N7O8PrS as an isolated structure from the Open Molecules 2025 dataset. Energies are from wB97M-V/def2-TZVPD.

The geometry in XYZ format:
```
87
Properties=species:S:1:pos:R:3:mulliken_spin:R:1
Pr 0.16 -0.89 -0.06 1.99
O 1.27 -5.17 1.48 0.00
C 0.76 -4.06 1.28 0.00
N 1.26 -2.96 0.75 0.00
C 2.64 -2.72 0.79 0.00
C 3.63 -3.52 0.24 0.00
C 4.97 -3.14 0.34 0.00
C 5.31 -1.98 1.01 0.00
C 4.33 -1.18 1.58 0.00
C 2.98 -1.51 1.46 0.01
N 1.87 -0.78 1.88 0.00
C 1.92 0.17 2.80 -0.01
O 2.86 0.61 3.48 0.00
C 0.53 0.75 3.04 0.00
C 0.25 1.31 4.29 0.00
C -1.02 1.79 4.54 0.00
C -1.97 1.73 3.53 0.00
C -1.60 1.19 2.32 0.00
N -0.39 0.69 2.07 0.00
C -0.62 -3.81 1.90 0.00
C -1.30 -4.87 2.49 0.00
C -2.40 -4.60 3.28 0.00
C -2.78 -3.28 3.47 0.00
C -2.08 -2.29 2.81 0.00
N -1.03 -2.54 2.01 0.00
H 3.35 -4.44 -0.25 0.00
H 5.74 -3.77 -0.09 0.00
H 6.36 -1.70 1.11 0.00
H 4.59 -0.29 2.14 0.00
H 1.05 1.35 5.01 0.00
H -1.27 2.20 5.51 0.00
H -2.98 2.10 3.68 0.00
H -2.31 1.16 1.49 0.00
H -0.91 -5.86 2.34 0.00
H -2.94 -5.40 3.77 0.00
H -3.61 -3.01 4.12 0.00
H -2.38 -1.25 2.89 0.00
O 4.31 1.29 -0.50 0.00
C 3.16 0.60 -0.59 0.01
O 2.15 0.96 -0.03 0.00
C 3.22 -0.57 -1.51 -0.01
C 4.34 -0.91 -2.24 0.00
C 4.23 -1.96 -3.15 0.00
C 3.02 -2.61 -3.29 0.00
C 1.96 -2.23 -2.48 0.00
N 2.08 -1.25 -1.61 0.00
C 0.59 -2.91 -2.58 0.00
O 0.46 -3.80 -3.39 0.00
O -0.29 -2.42 -1.78 0.00
H 4.15 1.98 0.15 0.00
H 5.26 -0.35 -2.12 0.00
H 5.09 -2.25 -3.75 0.00
H 2.87 -3.42 -4.00 0.00
C 0.23 7.44 -1.92 0.00
C 0.07 5.95 -2.05 0.00
C 0.10 5.12 -0.93 0.00
C -0.05 3.75 -1.05 0.00
C -0.24 3.19 -2.30 0.00
C -0.28 3.99 -3.43 0.00
C -0.12 5.36 -3.30 0.00
S -0.41 1.43 -2.47 0.00
O 0.94 0.91 -2.39 0.00
O -1.13 1.21 -3.69 0.00
N -1.17 0.90 -1.17 0.00
C -2.58 1.02 -1.20 0.00
C -3.28 2.06 -1.77 0.00
C -4.68 2.11 -1.76 0.00
C -5.42 1.10 -1.22 0.00
C -4.75 -0.02 -0.68 0.00
C -5.45 -1.17 -0.24 0.00
C -4.75 -2.28 0.13 0.00
C -3.34 -2.23 0.12 0.00
N -2.66 -1.16 -0.20 0.00
C -3.34 -0.06 -0.65 0.00
H 0.34 7.74 -0.88 0.00
H -0.64 7.96 -2.33 0.00
H 1.11 7.79 -2.47 0.00
H 0.25 5.56 0.05 0.00
H -0.02 3.10 -0.17 0.00
H -0.44 3.53 -4.40 0.00
H -0.15 6.00 -4.18 0.00
H -2.74 2.87 -2.24 0.00
H -5.18 2.96 -2.21 0.00
H -6.50 1.12 -1.23 0.00
H -6.53 -1.16 -0.24 0.00
H -5.25 -3.19 0.43 0.00
H -2.77 -3.11 0.38 0.00
```

Its net charge is -1. The value obtained for the orbital gap (alpha / beta) is 6.69 / 6.70 eV. The value obtained for the relative energy (zero: lowest compared OMol25 entry of this formula, charge and spin) is 0.0000 eV. The multiplicity is 3. Its expectation value of S² is 2.00.